[1]
# C2HF2O4P

An isolated ion of composition C2HF2O4P and charge -2 (ωB97M-V/def2-TZVPD, the Open Molecules 2025 dataset).

Geometry as XYZ:
```
10
Properties=species:S:1:pos:R:3:lowdin_charge:R:1
O -0.5821 -0.5215 2.0734 0.03
C 0.2585 -0.6757 1.1988 -0.48
F 0.7817 -2.0165 1.1048 -0.05
C 0.7397 0.1513 0.1788 -0.32
F 1.8388 -0.3260 -0.4674 -0.07
P -0.9151 0.4818 -1.0867 0.13
O -1.7933 -0.7851 -1.1261 -0.47
O -0.0100 0.8745 -2.2149 -0.45
O -1.3839 1.6115 -0.1917 -0.47
H 1.0657 1.2057 0.5309 0.14
```

Results
electronic energy	-25005.4375	eV
E_HOMO	0.000	hartree
frontier orbital gap	6.99	eV
maximum force	3.71	eV/A
charge	-2
energy above the lowest of the compared OMol25 structures with the same formula, charge and spin	0.0	kJ/mol
spin multiplicity	1

=====

[2]
# C55H88F12N9O8S4

A 7-piece molecular cluster, C55H88F12N9O8S4 overall (ωB97M-V/def2-TZVPD, the Open Molecules 2025 dataset).

Geometry as XYZ:
```
176
Properties=species:S:1:pos:R:3:lowdin_charge:R:1
C 0.3336 14.7550 3.0249 -0.11
C -0.3460 13.6681 3.7598 -0.25
C -1.5834 13.0076 3.0831 -0.07
N -1.9902 11.7325 3.9002 -0.24
C -2.2305 12.0198 5.3974 -0.08
C -2.9328 10.7967 6.1406 -0.13
C -4.2665 10.3204 5.4213 -0.16
C -3.9534 9.9982 3.9426 -0.16
C -3.2759 11.1491 3.1777 -0.08
C -0.9045 10.6076 3.7509 0.04
H 1.1399 15.2223 3.5903 0.09
H -0.4190 15.5074 2.7894 0.09
H 0.7434 14.4506 2.0619 0.08
H -0.6351 14.1328 4.7024 0.12
H 0.4745 12.9709 3.9292 0.11
H -1.4055 12.5373 2.1160 0.12
H -2.4400 13.6747 2.9873 0.13
H -2.8458 12.9196 5.3999 0.14
H -1.2517 12.2318 5.8277 0.12
H -3.2200 11.2142 7.1056 0.11
H -2.2377 9.9727 6.3020 0.11
H -4.9468 11.1297 5.6863 0.11
H -4.6426 9.4242 5.9148 0.12
H -4.9363 9.8065 3.5121 0.12
H -3.4488 9.0377 3.8386 0.12
H -3.8653 12.0643 3.1214 0.13
H -2.9876 10.8253 2.1777 0.13
H -1.2005 9.6863 4.2526 0.10
H -0.0050 10.9395 4.2693 0.09
H -0.7048 10.5015 2.6847 0.11
C 6.2006 -13.3661 -6.7780 -0.08
C 5.3273 -12.1235 -6.6194 -0.23
C 6.1826 -10.9438 -6.1077 -0.10
N 5.5800 -9.4714 -6.0996 -0.23
C 4.4156 -9.4311 -5.1407 -0.10
C 3.9700 -7.9730 -4.7933 -0.18
C 5.1324 -7.1306 -4.3633 -0.18
C 6.2734 -7.0631 -5.4718 -0.13
C 6.7300 -8.4925 -5.7652 -0.11
C 5.1138 -9.0730 -7.5534 0.05
H 5.6434 -14.0276 -7.4414 0.09
H 6.4372 -13.9167 -5.8676 0.09
H 7.1738 -13.1905 -7.2363 0.09
H 4.4724 -12.3088 -5.9691 0.11
H 4.9004 -11.8032 -7.5698 0.10
H 6.9453 -10.8352 -6.8789 0.13
H 6.6120 -11.1181 -5.1212 0.14
H 4.6819 -10.0329 -4.2718 0.14
H 3.6313 -9.9910 -5.6500 0.12
H 3.2339 -8.0048 -3.9900 0.12
H 3.4618 -7.4933 -5.6298 0.11
H 5.4954 -7.4698 -3.3931 0.12
H 4.6545 -6.1613 -4.2210 0.11
H 7.1304 -6.6211 -4.9636 0.12
H 5.9766 -6.5458 -6.3842 0.11
H 7.0825 -8.8547 -4.7995 0.13
H 7.5140 -8.5402 -6.5209 0.14
H 5.9056 -9.1048 -8.3020 0.12
H 4.6295 -8.1014 -7.4564 0.09
H 4.2336 -9.6657 -7.8025 0.10
C 7.4844 8.5532 -7.3162 -0.07
C 7.4111 7.2480 -6.4940 -0.23
C 6.0413 6.9087 -5.8312 -0.08
N 6.0560 5.6525 -4.8288 -0.23
C 6.7111 6.1121 -3.4710 -0.05
C 6.5738 5.0197 -2.3052 -0.14
C 5.1425 4.5912 -2.1619 -0.19
C 4.4491 4.1376 -3.4370 -0.17
C 4.5863 5.1479 -4.5613 -0.11
C 6.7940 4.4700 -5.4261 0.01
H 8.4875 8.5526 -7.7427 0.09
H 7.4090 9.3724 -6.6011 0.08
H 6.6785 8.7613 -8.0201 0.08
H 8.0903 7.3931 -5.6538 0.10
H 7.7358 6.3976 -7.0935 0.10
H 5.2638 6.6067 -6.5329 0.12
H 5.7219 7.8188 -5.3236 0.13
H 6.1586 7.0204 -3.2305 0.13
H 7.7492 6.3710 -3.6791 0.12
H 6.9772 5.5017 -1.4147 0.12
H 7.2819 4.2133 -2.4960 0.11
H 4.4878 5.3012 -1.6565 0.13
H 5.1009 3.7594 -1.4587 0.12
H 3.3691 4.1418 -3.2894 0.13
H 4.7432 3.2049 -3.9184 0.11
H 4.0444 6.0524 -4.2850 0.13
H 4.2411 4.8650 -5.5557 0.13
H 7.8284 4.8006 -5.5197 0.10
H 6.4116 4.0851 -6.3715 0.12
H 6.7575 3.6956 -4.6599 0.09
C -7.4932 -3.0621 5.9446 0.03
N -6.4508 -3.9875 6.2987 -0.08
C -6.7554 -5.2524 6.6752 0.06
C -5.7330 -6.1430 7.0143 0.07
C -4.4147 -5.8180 6.7557 -0.15
C -4.1529 -4.5991 6.1779 0.05
C -5.1619 -3.6864 5.9527 0.06
C -3.2873 -6.7156 7.0864 -0.14
C -3.3077 -8.0069 6.5910 0.05
C -2.2489 -8.9210 6.8189 0.06
N -1.1740 -8.4915 7.5482 -0.08
C -1.1282 -7.2007 8.0761 0.07
C -2.2142 -6.3581 7.8922 0.07
C 0.0224 -9.3366 7.6515 0.04
H -7.1302 -2.2407 5.3268 0.12
H -7.7654 -2.5831 6.8851 0.13
H -8.2993 -3.6267 5.4762 0.12
H -7.8157 -5.4578 6.6720 0.16
H -5.8806 -7.0944 7.5035 0.14
H -3.1809 -4.4193 5.7429 0.15
H -4.9915 -2.7661 5.4138 0.16
H -4.0310 -8.3502 5.8661 0.14
H -2.1600 -9.8201 6.2271 0.15
H -0.1873 -6.9703 8.5536 0.16
H -2.2173 -5.3341 8.2353 0.15
H 0.2626 -9.3206 8.7146 0.12
H 0.7926 -8.9199 7.0024 0.12
H -0.1921 -10.3318 7.2621 0.11
C -6.0644 -10.1395 -5.3576 0.01
N -5.6592 -8.7915 -5.6174 -0.09
C -4.3292 -8.5978 -5.8336 0.04
C -3.8432 -7.3024 -5.9247 0.04
C -4.6626 -6.1869 -5.9029 -0.12
C -6.0531 -6.3570 -5.7088 0.07
C -6.5240 -7.6902 -5.5483 0.09
C -4.1263 -4.7622 -5.9957 -0.10
C -3.2544 -4.3663 -7.0355 0.07
C -2.9904 -2.9808 -7.1284 0.05
N -3.3708 -2.1076 -6.1689 -0.09
C -4.1189 -2.5137 -5.1820 -0.01
C -4.6008 -3.8021 -5.0524 0.07
C -2.8960 -0.7297 -6.1228 0.06
H -5.3449 -10.7250 -4.7852 0.12
H -6.1351 -10.5907 -6.3473 0.13
H -7.0909 -10.2433 -5.0060 0.12
H -3.7576 -9.4947 -6.0214 0.16
H -2.8188 -7.0722 -6.1779 0.13
H -6.7480 -5.5401 -5.5814 0.14
H -7.5363 -8.0491 -5.4349 0.15
H -2.7718 -5.0192 -7.7477 0.14
H -2.3624 -2.6315 -7.9347 0.15
H -4.4319 -1.6949 -4.5511 0.17
H -5.3668 -3.9176 -4.2999 0.14
H -2.5899 -0.5690 -5.0891 0.12
H -3.6750 -0.0296 -6.4246 0.13
H -2.0826 -0.6005 -6.8367 0.11
C -4.2750 3.6817 -0.4785 -0.57
F -4.3586 3.5756 -1.8446 0.08
F -4.3588 4.9869 -0.1717 0.13
F -5.2946 2.9484 0.0954 0.09
S -2.5799 3.0366 0.1566 0.68
O -1.5842 3.9777 -0.4284 -0.33
O -2.7014 3.1135 1.6149 -0.31
N -2.5739 1.4335 -0.4246 -0.31
S -1.6211 0.7880 0.5976 0.53
O -0.2629 1.3218 0.7391 -0.31
O -2.2607 0.4555 1.8673 -0.33
C -1.3836 -0.9878 -0.2495 -0.64
F -2.5871 -1.5825 -0.4409 0.07
F -0.9585 -0.8541 -1.4690 0.12
F -0.5310 -1.7405 0.4987 0.10
C -2.7006 5.6926 12.4284 -0.63
F -2.9743 5.7413 11.1232 0.13
F -2.4105 6.8994 12.9371 0.13
F -3.7049 5.1261 13.1688 0.09
S -1.2254 4.5981 12.7353 0.73
O -0.0156 5.4011 12.5390 -0.31
O -1.4305 4.0280 14.0776 -0.31
N -1.5499 3.3931 11.5043 -0.32
S -0.5753 3.5663 10.4211 0.51
O -0.7330 4.8351 9.6888 -0.35
O 0.7868 3.2340 10.8975 -0.34
C -1.2070 2.0940 9.2970 -0.69
F -2.4364 2.3544 8.9486 0.14
F -0.3404 2.0190 8.2596 0.10
F -1.1940 0.9776 9.9927 0.13
```

Results
electronic energy	-164149.8225	eV
E_HOMO	-0.414	hartree
frontier orbital gap	0.32	eV
maximum force	7.08	eV/A
charge	+5
spin multiplicity	1

=====

[3]
# C26H51ClFI2N3O11S

A 4-piece molecular cluster, C26H51ClFI2N3O11S overall (ωB97M-V/def2-TZVPD, the Open Molecules 2025 dataset).

Geometry as XYZ:
```
96
Properties=species:S:1:pos:R:3:lowdin_charge:R:1
H -3.0195 -0.1531 3.5841 0.04
N -2.2196 0.3966 3.8949 0.13
C -1.1968 -0.3464 3.9943 -0.56
N -0.0223 0.2897 4.4702 0.10
N -1.2266 -1.7494 3.6970 0.01
C -1.0471 -2.0271 2.2410 -0.20
C -2.3424 -1.7697 1.3932 -0.15
C -2.0927 -0.6735 0.2649 -0.18
C -1.9867 -1.4386 -1.0887 -0.10
C -1.3094 -0.6319 -2.2760 -0.31
C -2.2142 -0.2485 -3.4984 -0.07
C -3.7388 -0.1191 -3.2543 -0.78
O -4.4481 -0.4364 -4.1198 0.08
Cl -4.5284 0.5063 -1.7721 0.65
O -0.5365 -1.7416 -2.8809 -0.20
S 0.9420 -1.9018 -2.1987 0.67
O 0.9741 -3.1007 -1.4215 -0.23
O 1.9631 -1.9377 -3.1951 -0.21
O 0.8252 -0.5148 -1.3304 -0.27
C -0.1533 0.3892 -1.8775 -0.41
C 0.6109 0.8841 -3.2127 -0.10
C 2.0922 1.1917 -2.7996 -0.15
F 2.5361 2.2257 -3.6647 -0.08
C -0.5204 1.7283 -1.2229 -0.59
I -2.0331 2.9695 -2.1558 1.09
C -0.0438 2.2651 -0.0947 -0.74
C -0.4896 3.6462 0.4613 -0.20
I 1.4054 1.2615 1.0951 1.07
H 0.8137 -0.2233 4.2037 0.06
H -0.0013 1.2484 4.1392 0.06
H -0.3820 -2.1276 4.1390 0.11
H -0.1677 -1.4463 1.8845 0.07
H -0.7570 -3.0959 2.1542 0.12
H -3.2004 -1.5005 2.0318 0.10
H -2.5735 -2.7478 0.9160 0.11
H -1.1739 -0.1456 0.5712 0.05
H -2.9431 0.0252 0.3416 0.06
H -3.0085 -1.7781 -1.3498 0.12
H -1.4182 -2.3646 -0.8697 0.11
H -1.8933 0.6945 -3.9901 0.09
H -2.1068 -1.0211 -4.2839 0.15
H 0.2225 1.8451 -3.5931 0.08
H 0.5467 0.1485 -4.0340 0.13
H 2.1366 1.6180 -1.7837 0.08
H 2.7682 0.3369 -2.9537 0.12
H 0.0714 3.8883 1.3853 0.06
H -0.1842 4.3873 -0.3050 0.07
H -1.5763 3.6855 0.6518 0.04
C 1.0933 -5.7272 -2.7707 -0.11
O 0.2205 -6.8277 -2.9877 -0.19
C 0.7947 -7.8321 -3.8138 -0.20
C 1.2952 -9.0054 -2.9899 -0.20
O 2.3981 -8.6357 -2.1723 -0.19
C 2.0280 -8.4259 -0.8199 -0.11
H 0.6796 -5.1199 -1.9749 0.06
H 2.0947 -6.0530 -2.4802 0.09
H 1.1566 -5.1180 -3.6789 0.09
H 1.6001 -7.4168 -4.4274 0.13
H 0.0047 -8.1857 -4.4830 0.12
H 1.6525 -9.7833 -3.6733 0.12
H 0.4869 -9.4316 -2.3884 0.12
H 1.8401 -9.3873 -0.3294 0.09
H 1.1442 -7.7902 -0.7346 0.08
H 2.8606 -7.9359 -0.3153 0.09
C 8.3473 2.9113 2.3303 -0.11
O 7.7037 3.4323 1.1794 -0.19
C 6.9175 2.4601 0.5012 -0.20
C 5.4417 2.6260 0.8161 -0.21
O 5.1658 2.3253 2.1808 -0.22
C 5.0030 3.4944 2.9679 -0.11
H 8.7443 3.7485 2.9043 0.09
H 7.6580 2.3469 2.9622 0.08
H 9.1805 2.2666 2.0327 0.09
H 7.2555 1.4482 0.7449 0.13
H 7.0671 2.6199 -0.5703 0.13
H 4.8741 1.9103 0.2110 0.11
H 5.0968 3.6314 0.5582 0.13
H 4.0333 3.9575 2.7542 0.08
H 5.8025 4.2169 2.7924 0.09
H 5.0227 3.1995 4.0171 0.09
C -4.3134 3.0666 1.9258 -0.10
O -3.9489 4.4066 1.6265 -0.21
C -4.7366 4.9743 0.5843 -0.21
C -5.8082 5.8967 1.1370 -0.20
O -6.7842 5.1755 1.8759 -0.19
C -6.6016 5.2894 3.2786 -0.11
H -3.8243 2.7812 2.8574 0.08
H -5.3931 2.9559 2.0458 0.09
H -3.9636 2.3981 1.1295 0.07
H -5.1799 4.1893 -0.0369 0.12
H -4.0578 5.5612 -0.0424 0.12
H -6.3291 6.3672 0.2962 0.13
H -5.3637 6.6907 1.7441 0.13
H -6.9140 6.2829 3.6173 0.09
H -5.5643 5.1109 3.5692 0.08
H -7.2327 4.5440 3.7616 0.09
```

Results
electronic energy	-97051.3952	eV
E_HOMO	-0.333	hartree
frontier orbital gap	8.19	eV
maximum force	4.05	eV/A
energy above the lowest of the compared OMol25 structures with the same formula, charge and spin	165.0	kJ/mol
spin multiplicity	1

=====

[4]
# C4H9N3S

One molecule with the formula C4H9N3S (ωB97M-V/def2-TZVPD, the Open Molecules 2025 dataset).

Geometry as XYZ:
```
17
Properties=species:S:1:pos:R:3:lowdin_charge:R:1
C -0.0741 1.8723 -1.5888 -0.01
C 0.3843 2.1025 -0.3649 -0.17
N 0.5980 1.1167 0.6641 0.05
C 0.2597 -0.2015 0.7932 -0.50
C -1.0158 -0.6612 0.1308 -0.28
N -0.8045 -1.4249 -1.1014 -0.01
N 0.9919 -0.9127 1.5436 -0.30
S 0.4037 -2.4941 1.8907 0.72
H -0.5249 0.8963 -1.8360 0.04
H 0.0625 2.5942 -2.4039 0.06
H 0.7714 3.0934 -0.1064 0.11
H 1.2948 1.4380 1.2869 0.11
H -1.6936 0.2076 -0.0966 0.12
H -1.5852 -1.3190 0.7825 0.08
H 0.0449 -1.1269 -1.5952 0.07
H -0.4496 -2.3656 -0.8070 0.06
H 1.3366 -2.8151 2.8086 -0.15
```

Results
electronic energy	-19597.8749	eV
E_HOMO	-0.296	hartree
frontier orbital gap	8.89	eV
maximum force	2.48	eV/A
energy above the lowest of the compared OMol25 structures with the same formula, charge and spin	169.9	kJ/mol
spin multiplicity	1